The following is a quantum chemistry calculation of C47H98InN5O7 as an isolated structure in a non-equilibrium geometry, from OMol25.

Its highest occupied orbital energy is -0.403 Eh. As for the LUMO energy: -10.0 eV. As for the net charge: +2.

Each line ends with the Mulliken charge.
Element x y z (Å)
In 3.527 7.046 -0.738  0.997
C -0.028 1.011 -3.118  -0.804
C 0.799 2.232 -2.565  0.700
O 1.592 2.895 -3.306  -0.521
O 0.422 2.745 -1.451  -0.492
H 0.313 0.200 -2.474  0.267
H 0.473 0.749 -4.050  0.284
H -1.116 1.035 -3.048  0.289
C -10.341 -1.065 -7.374  -1.485
C -9.841 -2.156 -6.406  1.270
C -8.502 -2.809 -6.926  -1.332
C -7.265 -1.919 -6.687  -0.661
C -7.092 -1.725 -5.152  -1.048
C -8.421 -1.062 -4.553  1.451
N -9.659 -1.707 -5.021  0.289
O -10.744 -0.990 -4.551  -0.384
C -8.325 -1.156 -3.001  -1.886
C -8.368 0.418 -5.045  -1.760
C -10.887 -3.400 -6.284  -1.606
H -10.342 -0.040 -7.006  0.324
H -11.403 -1.220 -7.569  0.436
H -9.724 -0.849 -8.246  0.352
H -8.342 -3.778 -6.453  0.435
H -8.544 -3.057 -7.986  0.448
H -7.470 -1.171 -7.452  0.314
H -6.366 -2.388 -7.087  0.435
H -6.190 -1.115 -5.122  0.381
H -6.768 -2.654 -4.682  0.381
H -7.518 -0.747 -2.393  0.337
H -9.169 -0.549 -2.671  0.528
H -8.381 -2.201 -2.697  0.406
H -7.574 0.988 -4.562  0.434
H -8.161 0.497 -6.113  0.358
H -9.302 0.968 -4.928  0.363
H -10.379 -4.300 -5.937  0.363
H -11.393 -3.566 -7.235  0.415
H -11.663 -3.190 -5.547  0.399
H -10.802 -1.388 -3.679  0.413
C 2.067 -12.163 -2.411  -1.639
C 0.838 -11.638 -3.172  1.819
C -0.422 -11.696 -2.235  -1.625
C -0.532 -10.638 -1.172  -0.632
C -0.301 -9.306 -1.884  -1.466
C 1.013 -9.090 -2.652  1.533
N 1.170 -10.289 -3.578  0.081
O 2.351 -10.052 -4.497  -0.398
C 0.764 -7.865 -3.522  -1.862
C 2.164 -8.892 -1.631  -1.562
C 0.420 -12.473 -4.423  -1.716
H 2.977 -11.563 -2.432  0.284
H 2.379 -13.120 -2.829  0.440
H 1.758 -12.399 -1.392  0.373
H -1.378 -11.667 -2.757  0.521
H -0.520 -12.691 -1.802  0.454
H 0.298 -10.741 -0.472  0.298
H -1.526 -10.829 -0.767  0.393
H -0.429 -8.389 -1.309  0.578
H -1.112 -9.266 -2.611  0.441
H 1.659 -7.624 -4.095  0.373
H -0.121 -7.927 -4.155  0.413
H 0.589 -7.029 -2.845  0.417
H 1.941 -8.236 -0.790  0.380
H 2.404 -9.822 -1.115  0.387
H 3.129 -8.452 -1.885  0.421
H 1.230 -12.827 -5.060  0.401
H -0.385 -12.147 -5.083  0.378
H 0.078 -13.417 -3.998  0.461
H 3.068 -9.915 -3.874  0.396
C 10.626 -0.391 -2.843  -1.774
C 9.306 0.337 -2.643  1.541
C 8.505 0.091 -3.960  -1.320
C 7.697 -1.264 -4.156  -0.655
C 6.844 -1.431 -2.895  -1.249
C 7.657 -1.342 -1.560  1.362
N 8.477 -0.104 -1.521  0.308
O 9.127 0.032 -0.299  -0.424
C 6.557 -1.223 -0.464  -1.853
C 8.493 -2.655 -1.471  -1.561
C 9.522 1.858 -2.655  -1.607
H 10.582 -1.299 -3.444  0.337
H 11.145 -0.745 -1.952  0.362
H 11.415 0.228 -3.270  0.397
H 7.759 0.871 -4.115  0.437
H 9.216 0.151 -4.784  0.401
H 8.450 -2.032 -4.333  0.318
H 6.981 -1.176 -4.973  0.408
H 6.214 -2.320 -2.943  0.490
H 6.126 -0.611 -2.877  0.387
H 5.953 -2.130 -0.432  0.410
H 6.997 -1.317 0.529  0.426
H 6.025 -0.272 -0.443  0.405
H 7.906 -3.551 -1.673  0.403
H 9.264 -2.766 -2.234  0.320
H 9.094 -2.634 -0.562  0.400
H 8.605 2.367 -2.951  0.372
H 10.246 1.971 -3.462  0.397
H 9.841 2.334 -1.727  0.441
H 8.984 0.972 -0.163  0.389
C -4.786 8.719 4.962  -1.868
C -4.713 7.198 5.335  1.513
C -6.154 6.929 5.855  -1.095
C -6.307 5.528 6.245  -0.808
C -5.999 4.593 5.081  -1.479
C -4.668 4.775 4.401  1.366
N -4.394 6.244 4.261  0.333
O -3.254 6.539 3.572  -0.398
C -3.687 3.916 5.311  -1.359
C -4.833 4.050 3.005  -1.585
C -3.728 7.164 6.517  -1.772
H -5.238 9.355 5.723  0.395
H -3.800 9.049 4.635  0.470
H -5.339 8.943 4.051  0.435
H -6.377 7.486 6.765  0.392
H -6.908 7.079 5.081  0.345
H -5.647 5.338 7.092  0.321
H -7.315 5.278 6.576  0.382
H -6.807 4.905 4.419  0.400
H -6.195 3.536 5.256  0.636
H -3.331 4.524 6.142  0.318
H -2.782 3.790 4.716  0.382
H -4.100 3.003 5.740  0.328
H -5.607 3.285 3.061  0.371
H -3.906 3.710 2.544  0.307
H -5.293 4.686 2.249  0.449
H -3.789 7.984 7.233  0.455
H -3.678 6.271 7.141  0.277
H -2.717 7.348 6.155  0.407
H -3.592 7.209 2.973  0.374
C 3.648 7.349 7.757  -1.612
C 4.300 7.380 6.333  1.591
C 5.814 7.013 6.578  -1.172
C 6.093 5.568 7.137  -0.729
C 5.461 4.631 6.207  -1.070
C 4.002 4.874 5.760  1.416
N 3.847 6.272 5.426  0.055
O 2.624 6.661 4.831  -0.442
C 3.877 4.091 4.414  -1.838
C 3.044 4.329 6.888  -1.475
C 4.116 8.795 5.698  -1.842
H 4.138 6.641 8.426  0.341
H 2.602 7.053 7.844  0.308
H 3.669 8.390 8.078  0.427
H 6.443 7.376 5.765  0.425
H 6.232 7.534 7.439  0.348
H 5.860 5.601 8.202  0.320
H 7.161 5.395 7.004  0.354
H 5.557 3.689 6.747  0.368
H 6.031 4.573 5.279  0.435
H 4.612 4.339 3.648  0.380
H 3.948 3.006 4.483  0.416
H 2.863 4.290 4.066  0.425
H 2.472 5.071 7.446  0.200
H 2.554 3.426 6.525  0.460
H 3.646 3.855 7.663  0.351
H 4.786 9.478 6.221  0.452
H 3.137 9.266 5.782  0.348
H 4.249 8.748 4.618  0.412
H 1.931 6.503 5.477  0.354

The following is a quantum chemistry calculation of one molecule with the formula C6H10O in a non-equilibrium geometry, from OMol25.

Its SMILES is O=CCCC1CC1. Its highest occupied orbital energy is -0.359 Eh. As for the LUMO energy: 1.1 eV.

Each line ends with the Mulliken charge.
Element x y z (Å)
O -1.831 0.211 0.967  -0.536
C -1.467 -0.792 0.386  -0.129
C -0.113 -1.423 0.633  -0.619
C 1.010 -0.388 0.817  -0.692
C 1.073 0.644 -0.319  -0.060
C 0.009 0.603 -1.390  -0.406
C -0.014 1.694 -0.379  -0.555
H -2.192 -1.326 -0.254  0.452
H -0.260 -1.993 1.559  0.354
H 0.138 -2.142 -0.156  0.290
H 1.964 -0.926 0.882  0.409
H 0.870 0.125 1.777  0.293
H 2.085 0.918 -0.623  0.377
H 0.179 0.706 -2.456  0.320
H -0.782 -0.143 -1.193  -0.026
H 0.135 2.746 -0.607  0.299
H -0.804 1.487 0.355  0.229

The following is a quantum chemistry calculation of a 7-piece molecular cluster, C40H66F2N2O12Si2 overall in a non-equilibrium geometry, from OMol25.

Its SMILES is CCCN[Si@@H](NCC)C(F)(F)CC[Si](C)(C)c1ccccc1.O=C1CCCO1.O=C1CCCO1.O=C1CCCO1.O=C1CCCO1.O=C1CCCO1.O=C1CCCO1. Its highest occupied orbital energy is -0.295 Eh. As for the LUMO energy: 0.5 eV.

Each line ends with the Mulliken charge.
Element x y z (Å)
C -5.620 2.342 1.439  -1.007
C -4.396 1.207 1.541  0.430
C -4.483 0.325 2.924  -0.500
N -3.926 -1.077 2.823  -0.202
Si -2.211 -1.115 2.281  -0.831
N -1.009 -1.033 3.665  0.241
C -0.781 0.450 3.854  -0.235
C 0.304 1.124 2.825  -0.172
C -1.892 -2.686 1.153  0.919
F -1.554 -3.792 2.125  -0.380
F -3.142 -3.101 0.477  -0.374
C -0.592 -2.510 0.170  -0.439
C -0.940 -2.163 -1.393  -0.012
Si -0.331 -0.410 -1.967  0.121
C -1.523 0.946 -1.195  -0.105
C 1.486 -0.081 -1.376  -0.713
C -0.495 -0.152 -3.908  0.406
C 0.314 1.192 -4.485  -0.330
C 0.266 1.618 -6.079  -0.446
C -0.617 0.654 -7.076  -0.370
C -1.415 -0.700 -6.508  -0.538
C -1.368 -1.130 -4.893  -0.013
H -6.358 2.021 0.588  0.254
H -6.187 2.397 2.465  0.293
H -5.210 3.417 1.197  0.270
H -4.305 0.573 0.556  0.053
H -3.398 1.860 1.600  0.017
H -5.645 0.206 3.169  0.461
H -4.026 0.914 3.826  -0.270
H -4.534 -1.715 2.252  0.347
H -1.865 0.038 1.422  0.166
H -0.110 -1.393 3.245  0.361
H -0.347 0.611 4.952  0.220
H -1.762 1.088 3.801  -0.160
H -0.154 2.174 2.498  0.039
H 0.488 0.529 1.835  -0.251
H 1.350 1.363 3.292  0.286
H 0.057 -1.622 0.619  -0.063
H 0.074 -3.482 0.305  0.254
H -2.068 -2.262 -1.689  0.369
H -0.350 -2.966 -2.050  -0.064
H -0.988 1.513 -0.298  0.050
H -2.434 0.321 -0.759  -0.398
H -1.945 1.680 -2.017  0.464
H 2.229 0.164 -2.266  0.126
H 1.552 0.861 -0.645  0.237
H 1.953 -0.981 -0.753  0.258
H 0.920 1.880 -3.729  0.215
H 0.835 2.595 -6.382  0.324
H -0.671 0.957 -8.206  0.279
H -2.058 -1.347 -7.260  0.267
H -1.945 -2.054 -4.454  0.109
O 3.729 -1.641 -3.582  -0.617
C 3.995 -0.981 -4.573  0.438
C 3.311 -1.095 -5.902  0.218
C 4.269 -0.372 -6.814  -0.366
C 4.909 0.633 -5.892  -0.228
O 4.942 0.002 -4.613  -0.382
H 2.342 -0.591 -5.848  -0.339
H 3.189 -2.140 -6.195  0.354
H 3.786 0.086 -7.682  0.276
H 5.027 -1.075 -7.181  0.285
H 4.324 1.555 -5.812  0.226
H 5.926 0.884 -6.205  0.145
O -1.948 3.378 6.330  -0.620
C -2.363 2.511 7.081  0.432
C -3.357 1.450 6.719  0.475
C -3.783 0.939 8.072  -0.744
C -2.557 1.178 8.915  -0.233
O -1.948 2.348 8.372  -0.397
H -2.855 0.676 6.131  -0.305
H -4.200 1.871 6.166  0.305
H -4.103 -0.106 8.065  0.339
H -4.615 1.546 8.448  0.361
H -1.842 0.350 8.853  0.075
H -2.811 1.348 9.966  0.336
O -0.853 -4.224 -4.353  -0.627
C -1.269 -5.090 -3.601  0.596
C -2.263 -6.152 -3.964  -0.447
C -2.688 -6.662 -2.610  -0.517
C -1.463 -6.424 -1.767  -0.402
O -0.854 -5.254 -2.311  -0.293
H -1.761 -6.926 -4.551  0.263
H -3.105 -5.730 -4.517  0.275
H -3.009 -7.707 -2.618  0.337
H -3.521 -6.055 -2.234  0.257
H -0.748 -7.251 -1.830  0.266
H -1.717 -6.254 -0.717  0.295
O -2.367 -1.735 7.404  -0.493
C -1.422 -2.501 7.491  0.318
C -0.490 -2.862 6.374  0.310
C 0.194 -4.091 6.918  -0.581
C 0.161 -3.856 8.405  -0.447
O -1.040 -3.124 8.644  -0.389
H 0.214 -2.040 6.217  0.118
H -1.040 -3.082 5.457  -0.080
H 1.205 -4.237 6.527  0.345
H -0.397 -4.980 6.669  0.286
H 1.010 -3.257 8.751  0.247
H 0.138 -4.795 8.966  0.346
O 0.504 4.608 1.688  -0.562
C 0.753 5.157 2.749  0.497
C 1.004 4.459 4.051  0.298
C 0.860 5.583 5.046  -0.523
C 1.280 6.788 4.246  -0.453
O 0.883 6.508 2.905  -0.393
H 2.018 4.048 4.046  0.245
H 0.268 3.672 4.225  -0.253
H 1.451 5.441 5.954  0.388
H -0.193 5.681 5.338  0.174
H 2.364 6.941 4.264  0.238
H 0.787 7.701 4.594  0.348
O 5.789 3.197 -6.634  -0.563
C 6.225 2.990 -7.755  0.491
C 7.409 3.676 -8.368  -0.418
C 7.247 3.341 -9.829  -0.510
C 6.538 2.013 -9.786  -0.450
O 5.721 2.059 -8.617  -0.255
H 8.325 3.249 -7.951  0.265
H 7.371 4.754 -8.197  0.288
H 8.192 3.307 -10.377  0.317
H 6.605 4.089 -10.308  0.269
H 7.234 1.172 -9.693  0.279
H 5.910 1.857 -10.669  0.304